Record 1
# C30H47BBr3F8N4O5SSi

2 unconnected molecules or ions with the total composition C30H47BBr3F8N4O5SSi at a distorted geometry (ωB97M-V with the def2-TZVPD basis set, the OMol25 dataset).

Properties
F_max = 1.79 eV Å⁻¹
Lowest unoccupied orbital energy = -0.1163 Ha
Frontier orbital gap = 9.1497 eV

ORCA input file:
```
! wB97M-V def2-TZVPD RIJCOSX def2/J DEFGRID3
* xyz 1 1
C -4.63 2.25 -4.73
C -4.80 0.75 -4.96
C -3.69 -0.08 -4.32
C -2.44 -0.19 -5.18
C -1.37 -1.09 -4.53
C -0.16 -0.31 -4.04
C 0.69 -1.10 -3.03
C 0.67 -0.52 -1.59
C 0.14 -1.58 -0.63
C 0.41 -1.29 0.86
C -0.77 -0.79 1.74
C -1.44 0.31 0.86
Br -0.43 1.96 0.82
C -2.49 0.41 0.03
C -2.88 1.64 -0.72
Br -3.63 -1.03 -0.41
C -0.13 -0.06 2.96
N -1.15 0.62 3.78
C -1.18 1.84 3.93
O -1.28 2.98 4.06
C 0.72 -0.97 3.85
Si 1.57 -0.03 5.28
C 0.37 0.23 6.71
C 2.91 -1.14 5.98
C 2.21 1.66 4.76
C -0.18 -2.03 4.42
C -0.87 -2.86 3.33
S -2.04 -3.97 4.19
B 0.15 -4.00 2.76
N 1.60 -3.80 2.71
O -0.42 -5.18 2.39
N -1.62 -2.00 2.27
C -2.89 -1.46 2.89
C -4.26 -2.14 2.99
O -4.96 -2.58 2.15
Br -4.99 -1.98 4.81
O -1.63 -2.91 1.12
C -2.54 -3.84 1.02
N -3.33 -4.67 0.96
H -3.89 2.67 -5.41
H -4.34 2.47 -3.71
H -5.56 2.77 -4.93
H -5.76 0.46 -4.54
H -4.83 0.54 -6.03
H -3.40 0.42 -3.40
H -4.05 -1.06 -4.02
H -2.02 0.81 -5.27
H -2.71 -0.55 -6.17
H -1.82 -1.68 -3.74
H -1.05 -1.81 -5.28
H 0.46 -0.08 -4.91
H -0.48 0.65 -3.64
H 1.71 -1.22 -3.39
H 0.25 -2.09 -2.99
H 1.65 -0.18 -1.31
H -0.05 0.29 -1.62
H -0.90 -1.76 -0.87
H 0.65 -2.51 -0.86
H 0.97 -2.10 1.31
H 1.09 -0.44 0.87
H -3.05 2.47 -0.03
H -2.10 1.94 -1.42
H -3.80 1.47 -1.27
H 0.60 0.64 2.59
H 1.52 -1.34 3.21
H -0.60 0.62 6.39
H 0.78 0.93 7.43
H 0.18 -0.70 7.24
H 3.74 -1.31 5.30
H 2.46 -2.08 6.26
H 3.28 -0.70 6.91
H 3.17 1.83 5.23
H 1.54 2.41 5.17
H 2.28 1.82 3.69
H 0.38 -2.74 5.02
H -0.92 -1.59 5.09
H -2.40 -3.13 5.18
H 2.01 -4.10 1.83
H 2.07 -4.34 3.44
H 0.14 -5.65 1.76
H -2.62 -1.22 3.91
H -3.12 -0.49 2.48
C 4.91 3.55 -4.95
C 5.79 4.14 -3.84
C 6.41 3.17 -2.83
F 5.45 2.48 -2.17
F 7.12 3.88 -1.93
F 5.12 5.12 -3.20
F 6.85 4.71 -4.48
O 3.51 3.56 -4.74
C 2.89 2.58 -4.03
C 2.29 3.12 -2.73
F 3.21 3.75 -1.99
F 1.80 2.08 -2.00
F 3.69 1.52 -3.80
F 1.84 2.14 -4.77
H 5.05 4.21 -5.80
H 5.26 2.56 -5.26
H 7.08 2.47 -3.34
H 1.47 3.82 -2.95
*
```

Results of the Löwdin charge analysis, in e, for atoms 1 through 4: -0.105, -0.254, -0.239, -0.199

=====

Record 2
# C3H11NOS2

2 unconnected molecules or ions with the total composition C3H11NOS2 at a distorted geometry (ωB97M-V with the def2-TZVPD basis set, the OMol25 dataset).

Properties
Energy relative to the best compared isomer or geometry (same formula, charge and spin) = 159.12 kJ/mol
F_max = 7.12 eV Å⁻¹
Lowest unoccupied orbital energy = 0.0182 Ha
Frontier orbital gap = 9.1162 eV

ORCA input file:
```
! wB97M-V def2-TZVPD RIJCOSX def2/J DEFGRID3
* xyz 0 1
C 1.93 1.51 0.51
C 0.62 0.60 -0.07
N 0.91 -0.83 0.22
C -0.57 1.17 0.78
S -2.21 0.38 0.59
S -3.49 1.45 1.78
H 1.92 1.34 1.63
H 2.87 1.01 0.16
H 2.19 2.49 0.14
H 0.50 0.73 -1.13
H 1.68 -1.20 -0.16
H 0.89 -1.10 1.24
H -0.32 1.15 1.83
H -0.85 2.27 0.56
H -3.20 1.35 3.08
O -0.91 -4.05 -4.08
H -0.57 -3.47 -3.51
H -1.39 -4.80 -3.57
*
```

Results of the Löwdin charge analysis, in e, for atoms 1 through 4: -0.062, -0.397, 0.022, -0.566

=====

Quick rundown of E_tot, same order as above: -299318.6332; -28495.9472 eV